# 1
96
Properties=species:S:1:pos:R:3:lowdin_charge:R:1 method="wB97M-V/def2-TZVPD" max_force_ev_per_a=5.4 total_energy_ev=-51143.07185 smiles="CC1(C)CCCC(C)(C)N1O.CC1(C)CCCC(C)(C)N1O.NC(N)=O.NC(N)=O.OCCO.OCCO" e_lumo_ev=0.3 e_homo_ha=-0.2903 multiplicity=1 orbital_gap_ev=8.171
C 5.88 -20.99 9.08 -0.201
C 7.15 -20.18 8.85 -0.322
O 7.59 -19.88 10.05 -0.031
O 6.27 -22.38 8.87 -0.098
H 5.13 -20.79 8.31 0.107
H 5.34 -20.91 10.03 0.122
H 6.73 -19.31 8.36 0.119
H 7.87 -20.71 8.22 0.128
H 7.78 -20.65 10.60 0.105
H 6.72 -22.68 9.67 0.071
C 2.95 -30.00 16.64 -0.239
C 2.86 -31.22 17.61 -0.216
O 1.70 -31.96 17.24 -0.078
O 3.69 -30.21 15.46 -0.073
H 3.31 -29.07 17.08 0.109
H 1.95 -29.85 16.24 0.110
H 2.86 -30.91 18.66 0.107
H 3.72 -31.88 17.55 0.117
H 0.93 -31.44 17.48 0.080
H 3.30 -29.69 14.75 0.084
C 0.82 -26.16 10.26 -0.740
O 1.48 -26.59 11.18 0.045
N 1.25 -25.74 9.08 0.147
N -0.53 -26.26 10.22 0.130
H 2.20 -25.64 8.75 0.114
H 0.61 -25.35 8.41 0.099
H -1.20 -25.77 9.63 0.100
H -0.85 -26.59 11.12 0.104
C 9.83 -25.98 12.77 -0.670
O 9.43 -24.84 12.45 -0.009
N 11.14 -26.37 13.09 0.123
N 9.00 -26.89 13.24 0.145
H 11.85 -25.71 12.80 0.095
H 11.43 -27.32 12.97 0.088
H 8.00 -26.84 13.13 0.122
H 9.43 -27.76 13.54 0.105
C 21.83 -28.54 11.60 -0.015
C 20.82 -28.71 10.39 -0.460
C 20.04 -30.08 10.57 -0.162
C 18.92 -30.07 11.53 -0.206
C 17.93 -28.98 11.02 -0.127
C 18.59 -27.55 10.97 -0.478
N 19.90 -27.57 10.26 -0.138
O 20.44 -26.33 9.82 0.007
C 17.59 -26.68 10.17 -0.034
C 18.76 -27.09 12.40 -0.038
C 21.50 -28.80 9.04 -0.053
H 22.37 -27.60 11.71 0.077
H 22.66 -29.25 11.57 0.075
H 21.26 -28.63 12.53 0.055
H 19.68 -30.54 9.65 0.118
H 20.71 -30.90 10.84 0.116
H 19.16 -29.90 12.58 0.106
H 18.44 -31.05 11.52 0.113
H 17.26 -29.12 11.86 0.109
H 17.37 -29.35 10.16 0.117
H 17.68 -25.63 10.45 0.076
H 17.76 -26.58 9.10 0.078
H 16.56 -26.96 10.39 0.083
H 19.52 -27.70 12.89 0.063
H 19.21 -26.10 12.34 0.085
H 17.87 -26.90 13.01 0.090
H 21.95 -29.78 8.93 0.083
H 22.25 -28.01 8.94 0.082
H 20.74 -28.68 8.27 0.089
H 19.89 -26.21 9.04 0.087
C 8.81 -34.13 15.69 -0.038
C 9.98 -34.66 14.90 -0.477
C 9.90 -36.17 15.16 -0.166
C 8.76 -36.90 14.49 -0.188
C 8.91 -36.70 12.99 -0.171
C 8.89 -35.24 12.56 -0.498
N 9.83 -34.49 13.41 -0.109
O 10.12 -33.22 12.93 -0.007
C 9.23 -35.26 11.06 -0.044
C 7.39 -34.79 12.60 -0.023
C 11.38 -34.29 15.36 -0.042
H 8.48 -33.14 15.35 0.085
H 9.23 -33.76 16.62 0.089
H 7.84 -34.63 15.68 0.077
H 10.81 -36.72 14.90 0.121
H 9.66 -36.38 16.20 0.122
H 7.83 -36.40 14.79 0.091
H 8.69 -37.97 14.66 0.119
H 8.09 -37.26 12.56 0.119
H 9.83 -37.21 12.69 0.121
H 10.15 -35.80 10.84 0.081
H 8.46 -35.79 10.51 0.089
H 9.40 -34.24 10.71 0.078
H 7.03 -34.83 13.62 0.059
H 7.20 -33.79 12.21 0.086
H 6.78 -35.53 12.09 0.080
H 11.54 -33.22 15.24 0.080
H 12.20 -34.70 14.78 0.084
H 11.65 -34.71 16.33 0.089
H 10.73 -33.51 12.24 0.093

# 2
38
Properties=species:S:1:pos:R:3:lowdin_charge:R:1 method="wB97M-V/def2-TZVPD" max_force_ev_per_a=2.8 total_energy_ev=-21473.47080 smiles=Cc1c[nH]c2ccccc12.CCc1ccc(O)cc1 e_lumo_ev=0.6 e_homo_ha=-0.2907 de_lowest_kcal_mol=63.76 multiplicity=1 orbital_gap_ev=8.500
C 1.51 0.15 -1.80 -0.200
C 1.37 1.63 -1.40 -0.103
C 0.18 -0.45 -2.08 -0.266
C -0.35 -1.49 -1.28 -0.014
C -0.54 -0.02 -3.17 -0.038
C -1.71 -1.66 -1.32 -0.049
C -1.93 -0.27 -3.29 0.001
C -2.49 -1.07 -2.28 -0.326
O -3.87 -1.25 -2.32 0.010
H 2.31 -0.10 -2.51 0.113
H 1.97 -0.24 -0.85 0.098
H 0.62 1.73 -0.59 0.027
H 0.31 -1.87 -0.48 0.124
H -0.08 0.56 -4.03 0.131
H -2.33 -2.14 -0.58 0.105
H -2.57 -0.01 -4.16 0.122
H -4.18 -1.82 -1.58 0.111
H 1.08 2.37 -2.14 0.073
H 2.36 1.96 -1.02 0.079
C -0.79 2.57 1.05 -0.072
C 0.22 -0.78 2.41 -0.208
C 0.69 0.53 2.00 -0.098
C -0.49 1.34 1.76 -0.221
C -1.55 0.55 2.11 -0.073
C 2.35 -1.66 2.57 -0.123
C 1.03 -1.85 2.81 -0.038
C 2.83 -0.52 1.93 -0.110
C 2.06 0.59 1.65 -0.038
N -1.16 -0.70 2.51 0.076
H 3.05 -2.48 2.81 0.109
H 0.61 -2.71 3.31 0.108
H 3.89 -0.44 1.70 0.102
H 2.40 1.39 1.02 0.087
H -1.56 -1.59 2.75 0.149
H -2.61 0.72 1.93 0.128
H -1.85 2.83 0.87 0.093
H -0.31 2.71 0.07 0.055
H -0.49 3.45 1.60 0.074

# 3
116
Properties=species:S:1:pos:R:3:mulliken_spin:R:1 method="wB97M-V/def2-TZVPD" max_force_ev_per_a=4.7 total_energy_ev=-112456.02215 e_lumo_ev="-2.8 / -2.5" e_homo_ha="-0.2576 / -0.2518" multiplicity=4 orbital_gap_ev="4.218 / 4.332"
Co -16.37 5.58 -7.13 1.983
C -18.53 3.66 -4.42 0.010
C -18.34 2.27 -5.04 0.001
C -16.92 1.80 -5.27 0.011
C -19.24 2.05 -6.24 0.005
C -20.57 1.74 -5.94 -0.009
C -21.41 1.15 -6.85 0.009
C -20.89 0.75 -8.08 -0.006
C -19.65 1.18 -8.51 0.012
C -18.92 0.40 -9.56 0.000
C -19.62 0.42 -10.92 0.001
C -18.88 -1.05 -9.08 0.000
C -18.88 2.09 -7.61 0.012
N -17.93 2.99 -8.12 0.048
C -18.37 3.67 -9.17 -0.016
C -17.59 4.51 -10.04 0.100
C -18.25 4.97 -11.20 -0.032
C -17.52 5.40 -12.31 0.137
C -16.13 5.50 -12.21 -0.059
C -15.43 5.11 -11.05 0.127
C -16.17 4.70 -9.93 0.091
N -15.54 4.62 -8.68 0.309
C -14.19 4.22 -8.73 -0.064
C -13.13 5.14 -8.67 -0.016
C -11.82 4.67 -8.59 -0.008
C -11.49 3.37 -8.84 0.013
C -12.58 2.48 -9.08 -0.011
C -13.92 2.83 -8.93 0.061
C -14.95 1.72 -8.94 -0.007
C -15.03 1.07 -10.31 0.001
C -14.54 0.59 -7.94 0.000
C -13.21 6.68 -8.68 0.037
C -13.15 7.25 -7.27 -0.001
C -12.18 7.37 -9.60 0.004
H -18.06 3.67 -3.42 -0.001
H -19.58 3.88 -4.26 0.000
H -18.10 4.45 -5.05 0.017
H -18.75 1.61 -4.30 0.000
H -16.48 2.27 -6.17 0.000
H -16.94 0.73 -5.38 0.000
H -16.23 2.10 -4.44 0.000
H -20.90 1.86 -4.91 0.000
H -22.44 0.95 -6.58 0.000
H -21.48 0.06 -8.69 0.000
H -17.91 0.85 -9.71 0.001
H -20.46 -0.29 -10.96 0.000
H -18.95 0.07 -11.72 0.000
H -20.03 1.40 -11.21 0.000
H -19.87 -1.49 -8.94 0.000
H -18.37 -1.16 -8.11 0.000
H -18.29 -1.68 -9.75 0.000
H -19.45 3.65 -9.41 -0.002
H -19.32 4.90 -11.21 -0.003
H -18.02 5.73 -13.20 0.000
H -15.53 5.92 -13.01 0.003
H -14.35 5.10 -11.03 0.006
H -11.07 5.35 -8.20 0.001
H -10.45 3.03 -8.75 0.000
H -12.35 1.48 -9.39 -0.001
H -15.87 2.16 -8.63 0.019
H -14.13 0.49 -10.57 0.001
H -15.14 1.85 -11.10 -0.002
H -15.86 0.33 -10.45 0.002
H -13.54 0.19 -8.13 0.001
H -15.23 -0.24 -7.99 -0.001
H -14.44 0.99 -6.91 0.001
H -14.23 6.91 -9.04 -0.001
H -12.12 7.40 -6.89 0.000
H -13.65 6.55 -6.57 0.006
H -13.62 8.22 -7.19 -0.003
H -11.32 7.69 -9.05 0.000
H -12.59 8.24 -10.11 0.000
H -11.83 6.71 -10.36 -0.001
N -20.45 6.17 -8.48 -0.005
C -20.46 6.37 -7.05 0.008
C -21.53 7.41 -6.59 0.003
C -22.41 8.13 -7.65 0.000
C -23.79 7.55 -8.07 0.000
N -23.77 6.48 -9.06 0.000
C -23.61 6.74 -10.38 0.000
N -24.13 5.86 -11.23 0.000
N -22.87 7.79 -10.83 0.000
C -18.92 6.50 -6.57 0.003
O -18.47 7.47 -5.98 -0.007
O -18.29 5.46 -6.97 0.060
H -20.04 6.88 -9.06 0.000
H -21.36 5.91 -8.87 -0.001
H -20.76 5.39 -6.64 -0.002
H -20.94 8.14 -6.01 -0.001
H -22.18 6.92 -5.81 0.000
H -21.79 8.39 -8.50 0.000
H -22.73 9.06 -7.13 0.000
H -24.37 8.41 -8.49 0.000
H -24.34 7.20 -7.20 0.000
H -24.27 5.59 -8.84 0.000
H -24.53 5.00 -10.86 0.000
H -24.04 5.91 -12.23 0.000
H -22.22 8.28 -10.18 0.000
H -22.38 7.67 -11.71 0.000
C -12.27 5.56 -3.50 0.008
C -13.36 4.46 -3.74 0.007
C -12.71 3.08 -3.96 0.002
C -14.31 4.41 -2.54 0.006
C -14.24 4.82 -4.85 0.053
C -15.06 5.05 -5.78 -0.149
H -11.56 5.24 -2.70 0.000
H -12.80 6.47 -3.17 -0.001
H -11.68 5.86 -4.37 0.000
H -12.24 2.64 -3.09 0.000
H -11.98 3.17 -4.74 -0.001
H -13.43 2.36 -4.34 -0.001
H -13.78 4.32 -1.57 0.001
H -14.99 3.56 -2.59 0.000
H -14.94 5.31 -2.43 -0.002
I -16.37 8.02 -8.46 0.162
I -19.18 8.30 -12.24 0.069

# 4
35
Properties=species:S:1:pos:R:3:lowdin_charge:R:1 method="wB97M-V/def2-TZVPD" max_force_ev_per_a=4.6 charge=-1 total_energy_ev=-46088.50279 e_lumo_ev="3.1 / 3.1" e_homo_ha="-0.0774 / -0.1213" de_lowest_kcal_mol=0.00 multiplicity=1 orbital_gap_ev="5.193 / 6.390"
Y -0.60 0.57 0.74 0.431
Cl -1.43 2.53 -0.54 -0.191
Cl 0.75 -0.08 2.73 -0.217
C -2.55 0.09 1.75 -0.306
H -2.23 -0.17 2.77 0.012
H -3.30 0.89 1.63 0.037
C -0.51 -1.15 -0.76 -0.231
C -2.36 -0.89 0.62 -0.415
H 0.59 -0.99 -0.99 -0.009
C -3.45 -0.80 -0.44 -0.236
H -2.01 -1.89 0.92 0.089
C -3.49 -1.99 -1.41 -0.232
H -4.44 -0.71 0.05 0.106
H -3.30 0.14 -0.99 0.092
C -2.27 -2.01 -2.34 -0.232
H -3.55 -2.92 -0.84 0.104
H -4.39 -1.92 -2.02 0.096
C -0.97 -2.31 -1.54 -0.342
H -2.39 -2.78 -3.10 0.088
H -2.16 -1.05 -2.85 0.107
H -1.17 -3.17 -0.86 0.100
H -0.19 -2.63 -2.26 0.090
C 3.28 2.48 1.21 -0.307
P 2.17 1.61 0.02 0.705
C 2.18 2.80 -1.37 -0.324
C 3.30 0.31 -0.59 -0.302
H 2.73 3.31 1.67 0.037
H 4.18 2.87 0.70 0.035
H 3.57 1.77 2.00 0.030
H 3.20 3.08 -1.63 0.030
H 1.68 2.34 -2.23 0.037
H 1.59 3.68 -1.07 0.025
H 4.17 0.75 -1.08 0.035
H 3.61 -0.31 0.26 0.040
H 2.75 -0.33 -1.30 0.021